The following is a DFT calculation (wB97M-V/def2-TZVPD) of C26H29N5O2S in the gas phase.

The calculation puts the energy above the lowest of the compared OMol25 structures with the same formula, charge and spin at 2.117 eV. The value obtained for the LUMO energy is 0.47 eV. The HOMO-LUMO gap comes out at 0.284 Ha. The SMILES is COc1ccc(N2CCN(C(=O)CSc3nnc4c(C)cc5ccc(C)c(C)c5n34)CC2)cc1. For the energy, the calculation gives -49813.506 eV.

The geometry in ORCA input format:
```
! RIJCOSX wB97M-V def2-TZVPD def2/J DEFGRID3
* xyz 0 1
C -7.30423 -2.02429 -1.62802
H -8.06574 -1.39553 -1.15404
O -6.22711 -2.27521 -0.76200
C -5.49209 -1.20939 -0.31961
C -4.43362 -1.50355 0.53514
C -3.62034 -0.50710 1.03177
C -3.83125 0.83399 0.69717
C -4.91106 1.11591 -0.14076
C -5.72440 0.11995 -0.64783
H -6.54242 0.40077 -1.29263
H -5.14274 2.13864 -0.39573
N -3.07388 1.88536 1.22430
C -2.60424 2.91800 0.32621
H -3.35670 3.14379 -0.42648
C -1.30690 2.49785 -0.38658
N -0.29191 2.17176 0.59213
C 1.01383 2.50866 0.60597
O 1.76095 2.13127 1.49417
C 1.58047 3.33603 -0.53715
H 0.87913 3.61162 -1.31683
H 2.08951 4.21441 -0.14183
S 2.90704 2.32911 -1.29766
C 1.99870 0.83796 -1.39008
N 0.75157 0.84353 -1.78272
N 0.18837 -0.31356 -1.44349
C 1.09934 -1.03896 -0.83316
C 0.90137 -2.23364 -0.08727
C 1.91881 -2.61129 0.72252
C 3.20141 -1.97989 0.67327
C 4.26708 -2.45981 1.44057
C 5.52459 -1.93224 1.28772
C 5.78934 -0.99329 0.29149
C 4.75409 -0.50386 -0.50469
C 3.44233 -0.91053 -0.22060
N 2.31090 -0.36668 -0.80892
C 5.10045 0.33195 -1.69831
H 5.41857 1.33212 -1.41132
H 5.92410 -0.13815 -2.23475
H 4.26360 0.42274 -2.38522
C 7.19773 -0.53878 0.06496
H 7.58316 -0.93058 -0.87679
H 7.25001 0.54725 0.01905
H 7.84331 -0.88724 0.86679
H 6.33533 -2.28759 1.90654
H 4.08585 -3.25710 2.14540
H 1.79931 -3.44847 1.39441
C -0.41978 -2.92009 -0.17810
H -0.57810 -3.56764 0.68043
H -0.45712 -3.52518 -1.08372
H -1.22022 -2.18657 -0.24658
C -0.73997 1.16385 1.54004
C -2.04574 1.60744 2.20274
H -2.39407 0.85480 2.90921
H -1.86628 2.53469 2.75829
H 0.04952 1.02303 2.27982
H -0.89724 0.22768 0.99073
H -0.98145 3.30948 -1.03239
H -1.50198 1.61308 -1.00436
H -2.42022 3.82164 0.91781
H -2.81487 -0.79684 1.68712
H -4.25697 -2.53508 0.79706
H -6.97217 -1.55161 -2.55859
H -7.73496 -2.99859 -1.85462
*
```